# C22H21BrFN2O8S

A cluster of 2 separate species, C22H21BrFN2O8S in total (the ωB97M-V functional and the def2-TZVPD basis, the OMol25 dataset).

## Properties
E_tot = -126107.0436 eV
Gap between HOMO and LUMO = 6.161 eV
Spin multiplicity = 1
Largest force on an atom = 2.9 eV/A
Net charge = -1

The geometry in XYZ format:
```
56
Properties=species:S:1:pos:R:3:forces:R:3
C -3.87634 0.24532 -2.78627 -0.202 0.201 -0.241
C -2.94237 -0.88816 -2.48842 0.556 0.050 0.414
O -1.77663 -0.33615 -1.83554 -1.320 -0.355 -0.614
C -0.88532 -1.30255 -1.46850 2.659 0.126 0.740
C 0.32494 -0.69736 -0.90133 -0.197 -2.149 -1.601
F 0.34496 0.64282 -0.90012 -0.206 2.273 0.224
C 1.56824 -1.27773 -1.39652 -2.163 -0.780 0.528
O 1.68967 -2.47605 -1.63382 0.856 0.798 0.010
O 2.52083 -0.33326 -1.60284 1.190 -0.443 -0.679
C 3.69143 -0.88660 -2.25945 -0.398 -0.048 0.437
C 4.59539 0.23427 -2.68795 0.071 0.229 -0.134
O -1.06452 -2.50415 -1.58313 -0.864 0.481 -0.486
H -4.80861 -0.17883 -3.16089 -0.109 0.129 -0.055
H -4.10096 0.84498 -1.89886 0.048 -0.085 -0.084
H -3.45435 0.88885 -3.56508 -0.094 0.052 0.163
H -3.40343 -1.62681 -1.82052 0.119 0.013 -0.270
H -2.61782 -1.37444 -3.41731 -0.161 -0.130 0.285
H 4.19648 -1.55407 -1.54594 -0.156 0.023 -0.300
H 3.37678 -1.45837 -3.14438 0.047 -0.052 0.415
H 5.53256 -0.19870 -3.03881 0.092 0.030 -0.039
H 4.15562 0.79150 -3.51838 0.003 0.074 0.108
H 4.82099 0.92613 -1.87600 -0.052 -0.030 0.041
C -1.30623 4.75078 -0.66622 0.098 0.114 -0.088
C -1.56114 3.61367 0.27767 0.007 -0.481 0.242
C -1.38698 3.77314 1.65438 -0.089 -0.163 0.223
C -1.55155 2.70147 2.53623 0.188 -0.185 -0.118
C -1.90898 1.44838 2.02322 -0.263 0.632 0.121
S -1.84146 -0.04107 3.00189 1.719 -1.350 -1.956
O -1.16380 0.19002 4.24669 -0.625 0.113 -0.561
O -3.00114 -0.88216 2.88304 0.291 0.965 0.220
N -0.64212 -0.90799 1.92976 -1.200 1.491 1.591
C 0.73134 -0.94749 2.17367 0.271 0.195 -0.461
C 1.51613 0.05461 2.71699 0.590 -0.090 0.009
C 2.89844 -0.11147 2.60912 -0.185 -0.391 0.180
C 3.45368 -1.26820 2.03354 -0.424 -0.223 -0.078
C 2.63457 -2.27439 1.51079 0.386 0.301 0.500
Br 3.44618 -3.80906 0.75882 0.120 0.261 0.047
C 1.25508 -2.11567 1.57486 -0.993 -0.531 -0.119
C 0.07986 -2.82974 1.05381 0.201 0.919 0.911
N -0.18154 -4.20009 1.15722 -0.622 -1.520 -0.738
O 0.72572 -4.99568 1.46645 -1.146 1.086 -0.277
O -1.37006 -4.55360 0.97467 1.412 0.027 0.199
C -0.99330 -1.94084 1.12481 0.651 -1.608 1.218
C -2.17291 1.30239 0.66584 0.023 0.036 0.070
C -1.94370 2.35963 -0.20497 -0.292 0.233 0.205
H -1.52173 4.44361 -1.69124 0.031 0.103 0.066
H -1.92461 5.62229 -0.42225 0.082 -0.131 -0.031
H -0.25574 5.06203 -0.61742 -0.170 -0.035 -0.025
H -1.08614 4.75281 2.03071 -0.101 -0.285 0.038
H -1.37275 2.82213 3.60110 0.045 -0.035 -0.159
H 1.05254 0.90103 3.21584 0.257 -0.008 -0.232
H 3.57626 0.63623 3.00650 -0.119 0.000 -0.008
H 4.53009 -1.42513 2.00844 -0.215 0.202 -0.052
H -2.02028 -2.17897 0.88535 0.150 0.110 0.114
H -2.52486 0.35466 0.28672 0.217 -0.041 -0.137
H -2.05644 2.21206 -1.27599 -0.016 -0.118 0.227
```
Positions in Å, forces in eV/Å.

# C3H3N3O

The molecule C3H3N3O (the ωB97M-V functional and the def2-TZVPD basis, the OMol25 dataset).

## Properties
E_tot = -9674.3517 eV
Energy relative to the best compared isomer or geometry (same formula, charge and spin) = 3.1026 eV
Gap between HOMO and LUMO = 8.923 eV
Spin multiplicity = 1
SMILES = N=C=N/N=C\C=O
Largest force on an atom = 0.7 eV/A
Net charge = 0

The geometry in XYZ format:
```
10
Properties=species:S:1:pos:R:3:forces:R:3
N -2.52150 0.84422 0.38097 0.540 -0.171 -0.165
C -1.69026 0.26815 -0.31015 -0.169 -0.038 0.012
N -0.87189 -0.42663 -0.90327 -0.535 0.310 0.369
N 0.34762 0.09110 -1.27853 0.404 0.065 0.082
C 1.34507 -0.05724 -0.50037 -0.128 -0.017 -0.317
C 1.39496 -0.70836 0.84853 -0.410 -0.292 0.243
O 0.56840 -1.47811 1.27296 0.352 0.358 -0.222
H -3.11235 1.53148 -0.07209 -0.121 -0.134 -0.102
H 2.26667 0.36293 -0.89771 0.027 -0.058 0.180
H 2.27328 -0.42752 1.45965 0.040 -0.021 -0.080
```
Positions in Å, forces in eV/Å.

# C5H12NP

A structure of composition C5H12NP (the ωB97M-V functional and the def2-TZVPD basis, the OMol25 dataset).

## Properties
E_tot = -16156.3412 eV
Energy relative to the best compared isomer or geometry (same formula, charge and spin) = 1.6899 eV
Gap between HOMO and LUMO = 9.222 eV
Spin multiplicity = 1
Largest force on an atom = 3.8 eV/A
Net charge = 0

The geometry in XYZ format:
```
19
Properties=species:S:1:pos:R:3:forces:R:3
C 1.80955 0.66068 -0.62022 1.842 -0.521 -0.145
C 1.74862 -0.90696 -0.59927 -1.883 1.687 -1.588
C 0.85760 1.13232 0.45128 -1.033 1.395 -0.532
C 0.39275 -1.19733 0.18078 2.153 -1.084 -0.426
C -0.18704 0.06570 0.67157 -2.807 1.260 -2.150
N -3.33160 -0.07707 0.39061 -1.499 -1.886 1.296
P -2.08718 0.26101 -0.72089 2.561 -0.441 0.947
H 2.91156 1.06619 -0.55724 -2.246 -0.571 -0.046
H 1.36348 0.95590 -1.56455 0.341 0.182 -0.326
H 1.74017 -1.18721 -1.68327 -0.162 -0.313 1.002
H 2.54568 -1.42297 -0.13252 0.945 -0.190 0.524
H 1.38373 1.36387 1.33342 0.644 0.105 1.491
H 0.38442 2.08504 0.15051 0.185 -0.239 0.172
H -0.30791 -1.66438 -0.47125 -0.227 -1.150 -0.037
H 0.82246 -1.81222 0.95859 -0.900 -0.684 0.597
H -0.88412 0.13935 1.51612 0.935 -0.307 0.181
H -4.03640 -0.76745 -0.01464 1.492 1.328 0.795
H -3.18975 -0.34751 1.41699 0.007 0.850 -2.104
H -1.93604 1.65302 -0.70602 -0.350 0.577 0.351
```
Positions in Å, forces in eV/Å.

E_HOMO in eV, matching the order above: -3.742, -9.454, -8.170